1.
The following is a quantum chemistry calculation of 7 unconnected molecules or ions with the total composition C35H47BrN6O6S2, from the OMol25 dataset.

```
97
Properties=species:S:1:pos:R:3:forces:R:3
O 6.279674 -2.124644 3.501910 -0.819 1.981 -3.800
C 5.958515 -1.501503 2.472066 -0.108 -1.380 2.707
O 5.772541 -0.076836 2.544450 -0.540 -1.875 -0.422
C 5.683435 -2.181291 1.060296 0.901 0.520 -0.182
C 5.701693 -3.776589 1.079151 0.939 0.210 0.871
C 4.585484 -4.452412 2.000884 0.095 -0.548 -1.194
C 3.061700 -4.032112 1.602143 0.449 -2.262 0.363
Br 2.904629 -3.722818 -0.367358 -0.160 0.202 1.211
C 2.146682 -5.304437 1.942494 -0.104 0.082 0.099
C 0.564085 -5.035699 1.908797 -0.262 0.142 1.324
S -0.183301 -5.905987 0.443317 -0.287 0.666 -0.039
C 0.139916 -3.488482 2.040425 0.499 -1.329 0.169
C -1.364882 -3.394326 2.480135 -1.778 0.996 -2.534
C -2.253800 -2.516134 1.314560 1.986 2.721 -0.799
C -1.483966 -1.142952 0.764312 -1.363 -4.337 -1.121
O -1.664805 -2.487332 -0.072089 -0.553 0.932 3.850
O 0.953298 -2.951889 3.157492 1.747 -0.242 -1.470
S 2.502856 -2.599145 2.637367 1.465 5.452 2.941
O 3.325829 -2.402454 3.891427 -2.418 -2.020 -3.257
O 2.502889 -1.290944 1.890399 -0.717 -3.745 0.618
H 4.899570 0.094774 2.979915 0.966 -0.336 -0.332
H 6.556484 -1.855707 0.376648 -1.341 -0.317 0.976
H 4.743671 -1.718797 0.617420 1.142 -0.627 0.657
H 6.719122 -4.080070 1.532933 -1.578 0.417 -0.592
H 5.727830 -4.192215 0.005401 -0.409 0.754 1.727
H 4.795793 -4.342100 3.112483 -0.459 0.322 -1.481
H 4.630913 -5.585490 1.784241 -0.172 1.701 0.285
H 2.380387 -6.126410 1.180087 -0.122 1.271 1.076
H 2.492893 -5.687240 2.973549 -0.732 0.673 -1.473
H 0.130887 -5.559453 2.841316 0.666 0.899 -1.397
H -1.209832 -5.069504 0.033075 0.934 -0.284 0.608
H 0.471280 -2.922218 1.117413 -1.024 -0.668 0.815
H -1.521641 -2.860700 3.469072 0.379 -0.830 -1.202
H -1.865344 -4.428216 2.443672 0.930 1.494 0.429
H -3.437562 -2.464569 1.451579 2.824 -0.318 -0.571
H -0.408683 -0.993824 1.119902 -1.692 0.031 -0.694
H -2.034187 -0.448444 0.060105 0.750 -0.323 1.780
N -2.739472 2.147320 2.223730 -0.098 -0.085 0.016
C -2.849825 1.571984 3.461342 0.079 -0.029 0.078
C -4.185717 1.402548 3.732043 0.227 -0.070 0.074
C -4.908413 1.888370 2.613664 -0.052 0.052 -0.205
C -3.990358 2.338617 1.698016 0.003 0.045 -0.094
H -1.873936 2.390905 1.770414 -0.101 -0.047 0.143
H -1.970985 1.335067 4.041401 -0.097 0.028 -0.026
H -4.597079 0.975145 4.634553 0.068 0.039 -0.062
H -5.981508 1.905818 2.492349 0.103 0.040 -0.072
H -4.118091 2.779074 0.720481 -0.083 -0.024 0.093
N -2.932593 2.938430 -2.084413 0.068 -0.001 0.008
C -3.123489 3.783416 -3.146403 0.027 0.150 -0.152
C -3.806343 3.094284 -4.117655 0.108 0.262 0.130
C -4.041954 1.787034 -3.622779 0.028 -0.186 0.205
C -3.495012 1.720323 -2.366231 -0.023 -0.213 -0.020
H -2.455179 3.175363 -1.230302 -0.260 0.061 -0.075
H -2.756388 4.798084 -3.118993 -0.041 -0.089 -0.029
H -4.104687 3.487110 -5.077751 0.025 -0.061 0.099
H -4.555709 0.984430 -4.130359 0.056 0.072 0.060
H -3.455594 0.913874 -1.649594 -0.049 0.048 -0.081
N 0.478674 2.510665 -1.711261 0.014 -0.012 0.145
C 1.249141 1.380506 -1.781569 0.015 -0.096 -0.011
C 2.565109 1.757975 -1.675316 -0.141 -0.217 -0.009
C 2.589909 3.167458 -1.529819 -0.106 0.232 0.035
C 1.288383 3.604272 -1.552671 0.022 0.079 0.006
H -0.527220 2.534103 -1.766823 0.240 -0.072 -0.224
H 0.795494 0.408379 -1.902290 0.068 0.071 -0.012
H 3.415795 1.093355 -1.698459 -0.088 0.052 0.010
H 3.463365 3.792800 -1.419914 -0.090 -0.050 -0.012
H 0.869512 4.595888 -1.471341 0.078 -0.068 -0.031
N 9.255637 -0.054325 2.071512 0.089 -0.038 -0.013
C 10.037054 -1.174741 1.981954 -0.023 -0.013 -0.059
C 11.349961 -0.785450 2.086386 -0.089 -0.237 -0.031
C 11.360521 0.621728 2.250953 -0.096 0.224 0.027
C 10.053867 1.044583 2.240773 -0.030 0.038 -0.039
H 8.249401 -0.040571 2.021640 0.134 0.099 0.130
H 9.592705 -2.149665 1.850587 0.064 0.070 0.038
H 12.207413 -1.440878 2.049815 -0.086 0.050 0.010
H 12.227795 1.254981 2.364986 -0.089 -0.051 -0.002
H 9.624660 2.030023 2.337875 0.062 -0.089 -0.006
N -4.040890 4.178821 -8.264868 0.040 -0.066 -0.009
C -4.072997 3.691637 -9.544246 -0.027 0.007 -0.082
C -2.821700 3.213565 -9.846692 -0.234 0.011 -0.110
C -2.005638 3.414475 -8.705558 0.042 0.071 0.236
C -2.785383 4.009002 -7.744587 0.065 0.048 0.038
H -4.819191 4.596042 -7.781778 0.129 -0.072 -0.097
H -4.980313 3.728554 -10.127510 0.103 -0.012 0.029
H -2.526546 2.767528 -10.784720 -0.041 0.040 0.085
H -0.963519 3.152401 -8.599118 -0.102 0.026 0.007
H -2.555892 4.326264 -6.738876 0.037 -0.043 -0.108
N -8.661731 1.241852 3.107768 -0.076 -0.031 -0.052
C -9.799004 2.004867 3.104274 -0.027 0.079 0.016
C -10.532448 1.667309 1.993632 -0.034 0.159 0.207
C -9.814444 0.659102 1.303822 0.198 -0.162 -0.029
C -8.665966 0.414799 2.015484 0.060 -0.037 -0.048
H -7.936257 1.281911 3.804596 -0.147 -0.023 -0.094
H -9.986666 2.721077 3.889502 -0.005 -0.054 -0.094
H -11.481314 2.097374 1.709661 0.089 -0.035 0.039
H -10.106103 0.166317 0.388307 0.038 0.038 0.089
H -7.852926 -0.273025 1.839391 -0.081 0.063 -0.012
```
Positions in Å, forces in eV/Å.

Computed properties:
- Total energy: -149988.5521 eV
- SMILES: O=C(O)CCC[C@@]1(Br)C[C@H](S)[C@@H](C[C@H]2CO2)OS1(=O)=O.c1cc[nH]c1.c1cc[nH]c1.c1cc[nH]c1.c1cc[nH]c1.c1cc[nH]c1.c1cc[nH]c1
- Kohn-Sham gap: 7.779 eV
- Total charge: 0
- LUMO level: -0.223 eV
- Multiplicity: 1
- E_HOMO: -0.2941 hartree
- Largest force on an atom: 6.4 eV/Å

2.
The following is a quantum chemistry calculation of 12 unconnected molecules or ions with the total composition C35H47Cl6N6O16, from the OMol25 dataset.

```
110
Properties=species:S:1:pos:R:3:forces:R:3
C -0.266679 1.573994 1.351460 -0.132 -0.287 0.120
C -1.220409 0.683774 0.565500 -0.377 1.223 -0.674
N -0.603499 -0.577936 0.291690 1.232 -2.825 -1.341
C -0.566609 -1.602536 1.200770 0.004 -1.592 0.008
C 0.166021 -2.655856 0.683460 0.874 1.062 0.210
N 0.720351 -2.249736 -0.526310 -3.718 2.805 0.770
C 0.108311 -1.002536 -0.792730 1.415 -1.245 0.784
C 1.605911 -2.990606 -1.432400 -0.125 0.783 -0.361
H -0.781849 2.484094 1.658730 0.159 0.110 -0.086
H 0.645451 1.799134 0.798800 -0.147 0.205 -0.172
H 0.049981 1.039254 2.246940 -0.072 0.049 0.094
H -1.549559 1.105784 -0.384060 0.410 0.208 -0.208
H -2.175549 0.576324 1.079570 0.213 -0.605 0.333
H -1.187989 -1.587496 2.083980 0.291 -0.011 0.064
H 0.488051 -3.581526 1.137150 -0.304 0.010 0.104
H 0.240401 -0.453646 -1.713420 -0.009 0.007 -0.003
H 2.549851 -2.449386 -1.367920 0.130 -0.456 -0.169
H 1.171531 -2.893246 -2.427350 0.158 0.001 -0.090
H 1.727071 -4.045336 -1.185480 -0.002 0.090 0.532
Cl -0.186749 -5.058516 4.203090 0.528 0.801 1.836
O -1.154399 -5.810606 4.914370 -1.513 -1.252 0.438
O 0.347111 -4.089286 5.131060 0.549 0.372 -0.248
O 0.856881 -5.950676 3.774390 0.016 0.259 -0.982
O -0.846169 -4.340596 3.139560 0.260 -0.117 -1.161
Cl -1.679359 -1.172176 -4.343740 -0.870 -0.576 -1.454
O -2.255699 -0.694616 -5.578730 0.383 0.022 -0.278
O -2.157679 -2.524466 -4.125590 0.294 0.550 0.568
O -0.238099 -1.169956 -4.412570 0.368 0.019 0.174
O -2.108759 -0.264936 -3.315460 -0.075 0.178 1.346
C 1.474491 2.412024 -4.435690 -0.210 -0.182 0.012
Cl 0.490271 2.124014 -3.005610 -0.114 -0.031 0.019
Cl 0.344641 2.677984 -5.796960 0.524 -0.171 0.111
Cl 2.390881 3.946684 -4.153420 0.029 -0.756 -0.264
Cl 2.528261 0.986354 -4.733530 -0.571 1.285 0.087
C 0.107801 -7.375136 0.588660 0.953 -0.209 1.269
N -0.277629 -7.857796 -0.754030 -4.097 1.349 -0.546
O 0.106941 -7.170536 -1.682180 0.571 -1.184 0.193
O -1.294189 -8.616216 -0.851180 2.625 0.583 0.317
H 1.169931 -7.577976 0.725940 -0.057 0.190 -0.091
H -0.465479 -7.786946 1.419230 -0.118 -0.511 -0.575
H -0.028589 -6.295686 0.654110 0.108 -0.105 -0.554
C 3.749671 -6.957356 1.746560 -1.267 0.619 -0.377
N 3.751091 -5.848926 0.796930 1.882 -3.400 2.948
O 3.003761 -5.927536 -0.170840 -2.766 0.484 -3.762
O 4.514581 -4.934296 1.131730 1.932 3.400 0.085
H 3.065651 -6.506536 2.465570 -0.033 -0.898 0.957
H 4.716151 -7.199936 2.188340 0.103 0.235 -0.171
H 3.289141 -7.808916 1.245690 0.079 -0.192 0.216
C -0.457639 2.845074 5.874750 0.776 0.663 1.082
N 0.569151 1.937054 5.237680 -0.881 -1.970 1.139
O 1.078711 2.273444 4.197960 0.073 0.505 -0.106
O 0.786441 0.864204 5.814710 -0.164 1.627 -0.632
H 0.121731 3.679804 6.269270 0.086 0.449 -0.741
H -0.819339 2.464294 6.829880 -0.246 -0.919 -0.608
H -1.245539 3.179614 5.199920 0.401 -0.261 -0.126
C 4.586921 1.471184 0.228310 0.208 -1.115 -0.469
N 3.407681 1.853724 -0.579980 -1.856 2.302 -1.025
O 2.943031 1.131764 -1.451100 1.125 -0.409 1.178
O 2.948311 2.997324 -0.405780 0.844 -1.209 0.482
H 5.377261 2.197184 0.037530 -0.212 -0.063 -0.016
H 4.829561 0.480474 -0.156030 0.349 0.103 0.235
H 4.368411 1.405274 1.294150 -0.352 0.240 -0.224
C 0.833101 6.866424 3.760010 0.374 1.417 -1.125
C 0.231731 5.746574 3.275020 -0.769 -1.063 -0.528
C -1.132149 5.763554 2.913300 1.348 -0.557 0.741
C -1.856019 6.911664 3.136620 -1.251 -0.425 -0.820
C -1.246569 8.092204 3.460510 1.137 0.088 -0.099
C 0.123841 8.053584 3.689490 -0.546 1.151 1.052
H 1.909731 6.917744 3.828120 0.087 -0.175 0.506
H 0.880141 4.898764 3.110160 -0.354 -0.435 -0.040
H -1.564819 4.878134 2.471460 -0.218 -0.015 0.074
H -2.914179 6.921444 2.920770 -0.173 -0.096 -0.102
H -1.775319 9.031154 3.388340 -0.065 0.035 0.292
H 0.584101 9.008004 3.898370 0.411 0.011 0.033
C 5.348801 -0.612226 -5.413970 0.096 -0.438 0.597
C 4.594141 -1.053606 -6.461560 1.753 2.260 -2.676
C 3.569371 -1.916446 -6.410890 -1.413 -1.712 0.622
C 3.194361 -2.413826 -5.179520 1.355 -0.171 1.046
C 3.974511 -2.032536 -4.063780 -0.775 0.075 -0.083
C 5.023871 -1.119636 -4.193820 -0.421 -0.132 0.990
H 6.210181 0.035444 -5.484330 -0.189 0.268 -0.428
H 4.861421 -0.562496 -7.385560 -0.088 -0.334 -0.632
H 3.065731 -2.374516 -7.249300 0.023 0.652 -0.471
H 2.425501 -3.171976 -5.158090 -0.158 0.126 0.496
H 3.730851 -2.391576 -3.074780 0.000 -0.155 -0.060
H 5.557481 -0.688046 -3.359920 -0.032 -0.541 0.514
C -4.506529 -0.545206 -0.004610 0.757 -1.652 -1.748
C -4.983349 -0.122886 1.170590 -1.627 1.708 1.778
C -5.180179 -0.950346 2.253870 1.321 -1.661 0.367
C -4.715729 -2.284086 2.181860 -0.930 0.852 -0.243
C -4.188779 -2.756446 0.977330 -0.553 0.579 0.092
C -4.159999 -1.896696 -0.119840 1.239 0.062 0.136
H -4.386989 0.122014 -0.845400 0.002 0.000 -0.139
H -5.338209 0.891834 1.274550 0.120 0.371 -0.037
H -5.512619 -0.572546 3.209460 -0.312 0.096 -0.054
H -4.897699 -2.919906 3.035680 0.409 -0.200 0.042
H -3.821699 -3.767036 0.875460 0.002 -0.057 0.077
H -3.648499 -2.242326 -1.006020 -0.271 -0.037 -0.370
C -4.241229 5.975714 -1.065590 0.922 -2.225 0.452
C -3.539239 5.895534 -2.272320 0.209 0.295 0.058
C -2.867299 4.744744 -2.686280 -0.550 -1.081 0.559
C -2.949679 3.556154 -1.918750 -0.429 1.134 -0.172
C -3.677549 3.603024 -0.744070 -0.967 0.386 0.325
C -4.322979 4.769934 -0.312370 0.783 1.460 -0.553
H -4.556689 6.907904 -0.620710 -0.358 0.061 -0.315
H -3.470419 6.779154 -2.889470 0.080 0.125 -0.110
H -2.343309 4.709554 -3.629990 0.093 0.173 -0.039
H -2.537159 2.601974 -2.211590 0.282 0.109 -0.374
H -3.858399 2.707444 -0.168190 0.286 -0.206 0.128
H -4.755579 4.844294 0.674410 -0.304 -0.357 0.050
```
Positions in Å, forces in eV/Å.

Computed properties:
- Total energy: -153864.8310 eV
- Kohn-Sham gap (spin up / spin down): 1.747 / 5.852 eV
- Total charge: -2
- LUMO level (spin up / spin down): 2.880 / 2.879 eV
- Multiplicity: 2
- E_HOMO (spin up / spin down): 0.0416 / -0.1092 hartree
- Largest force on an atom: 4.9 eV/Å

- What is the formula in the first record?
  C35H47BrN6O6S2